# 1
ORCA calculation (the ωB97M-V functional and the def2-TZVPD basis) on C42H48N6O5PRhS2 as an isolated structure.

## Properties
Highest occupied orbital energy (spin up / spin down) ... -12.0 / -13.0 eV
HOMO-LUMO gap (spin up / spin down) ... 7.4 / 6.2 eV
Multiplicity ... 5
Total charge ... +2
Expectation value of S² ... 6.027

XYZ file:
```
105
Properties=species:S:1:pos:R:3:forces:R:3:lowdin_charge:R:1
Rh -0.238192 0.563532 0.877503 0.11 0.50 -0.04 0.73
C 1.454196 -3.678693 -0.037649 -0.02 -0.01 -0.06 -0.11
C 0.415810 -3.229920 2.203686 0.02 0.00 0.02 -0.24
C 0.802639 -4.444511 3.051587 0.06 0.04 -0.04 -0.01
C 0.015563 -1.977973 3.008625 0.06 -0.08 0.11 -0.26
C -0.620958 -2.274697 4.379882 -0.08 0.02 -0.06 -0.05
O -1.872031 -1.573351 4.332331 0.01 -0.02 0.01 0.00
C -2.016020 -1.049773 3.101414 0.04 -0.01 0.13 -0.32
N -1.012488 -1.184940 2.311438 -0.12 0.03 -0.22 0.06
C -3.354589 -0.443687 2.889589 -0.01 -0.02 -0.01 -0.12
C -4.326147 -0.805589 3.832418 0.02 -0.01 0.00 0.00
C -5.630878 -0.362332 3.731456 -0.03 0.01 -0.01 -0.03
C -5.998793 0.461182 2.680520 0.00 -0.01 0.01 -0.03
C -5.047696 0.833824 1.747832 0.03 -0.02 0.01 -0.07
C -3.725554 0.399925 1.829441 -0.02 -0.04 -0.07 -0.28
P -2.597381 1.068528 0.556962 -0.03 -0.07 0.32 1.01
C -3.325994 0.532514 -1.010152 0.09 -0.05 -0.02 -0.36
C -3.141931 1.294729 -2.163511 0.01 0.02 -0.04 -0.12
C -3.636950 0.843866 -3.378162 0.01 -0.01 0.00 -0.07
C -4.295297 -0.375914 -3.456001 0.00 0.01 -0.01 -0.06
C -4.459911 -1.148191 -2.314200 0.01 -0.02 0.00 -0.06
C -3.978640 -0.697518 -1.094655 -0.02 0.02 -0.01 -0.08
C -2.851212 2.858532 0.693040 -0.01 -0.01 -0.03 -0.39
C -3.834964 3.558632 0.001544 -0.08 -0.01 0.01 -0.09
C -3.982836 4.923704 0.198277 0.00 0.03 0.00 -0.05
C -3.154658 5.597735 1.084801 0.00 -0.01 -0.01 -0.05
C -2.170002 4.906015 1.776911 0.00 0.01 0.00 -0.06
C -2.018956 3.544502 1.575244 0.04 -0.04 0.00 -0.13
H 2.254731 -5.391365 -1.035773 0.00 0.00 -0.01 0.13
H 1.467333 -2.917525 -0.820437 -0.04 -0.06 0.04 0.11
H 0.489055 -4.177069 -0.082723 0.01 -0.02 0.01 0.14
H -0.444207 -3.484037 1.583946 0.00 0.01 0.00 0.15
H 1.568760 -4.185355 3.785837 0.00 -0.01 0.00 0.11
H 1.206206 -5.225821 2.408376 0.00 0.00 0.00 0.08
H -0.049285 -4.878541 3.568859 -0.02 0.03 0.00 0.09
H 0.881945 -1.336757 3.152528 0.04 -0.02 0.02 0.07
H -0.038783 -1.894107 5.216901 -0.03 0.03 -0.01 0.14
H -0.847322 -3.321056 4.557585 0.01 -0.02 0.00 0.12
H -4.056146 -1.454097 4.650868 0.01 0.01 0.00 0.12
H -6.357165 -0.664396 4.473442 0.00 0.00 0.00 0.12
H -7.016311 0.816270 2.588109 0.00 0.00 0.00 0.12
H -5.339200 1.485339 0.934919 0.00 0.02 -0.01 0.11
H -2.618886 2.242132 -2.108053 -0.02 -0.02 -0.01 0.09
H -3.519538 1.454504 -4.264688 -0.01 0.00 0.00 0.11
H -4.689428 -0.720293 -4.403099 0.00 0.00 0.00 0.11
H -4.976129 -2.097254 -2.370289 0.00 0.00 0.00 0.11
H -4.127464 -1.299982 -0.206819 0.00 0.00 0.01 0.11
H -4.490368 3.047538 -0.694467 0.04 0.03 0.03 0.11
H -4.748762 5.462336 -0.343643 0.00 0.00 0.00 0.12
H -3.273493 6.662647 1.232752 0.00 0.00 0.00 0.12
H -1.519595 5.430929 2.464368 0.00 0.00 0.00 0.11
H -1.236699 3.003409 2.102751 -0.03 0.03 -0.06 0.05
S 0.101869 2.461834 -0.998877 0.02 0.19 0.24 0.72
C 0.336720 1.849234 -2.575882 -0.11 -0.19 -0.06 -0.77
N -0.012417 0.607839 -2.901802 0.09 0.06 -0.14 0.04
C 0.141313 0.052474 -4.240990 0.03 0.01 -0.03 -0.15
C 0.010781 1.168741 -5.262927 0.00 -0.01 0.01 -0.14
C 0.985586 2.282924 -4.921698 -0.03 0.01 0.00 -0.14
N 0.818110 2.659191 -3.518422 0.02 0.01 -0.03 0.03
H -0.221902 -0.008263 -2.128320 0.02 0.01 -0.08 0.10
H -0.632320 -0.701846 -4.379595 -0.01 0.01 -0.01 0.13
H 1.119166 -0.436574 -4.336022 -0.13 0.06 -0.02 0.10
H -1.009648 1.557105 -5.256760 0.00 -0.01 0.01 0.12
H 0.217814 0.786289 -6.260827 0.00 0.01 -0.01 0.13
H 0.795381 3.165195 -5.529925 0.02 0.00 -0.01 0.13
H 2.015771 1.966101 -5.101819 0.01 -0.01 0.01 0.12
H 1.064769 3.588162 -3.217908 -0.03 0.01 -0.01 0.13
C -0.225127 1.739208 4.463970 -0.06 0.02 -0.02 -0.33
S 0.882113 1.294980 3.109897 -0.09 0.00 -0.05 0.79
C 1.605053 2.895417 2.656139 0.02 0.01 0.01 -0.33
H -1.013357 2.418544 4.142709 0.03 -0.01 0.01 0.04
H 0.355077 2.190754 5.265965 0.00 -0.01 0.00 0.06
H -0.676600 0.818981 4.833805 0.00 0.01 0.00 0.03
H 2.671008 2.873767 2.863945 0.00 0.01 0.02 0.05
H 1.130787 3.677022 3.245985 0.00 0.00 -0.01 0.05
H 1.446297 3.077706 1.595844 0.01 -0.01 0.00 0.01
O 2.122478 0.518839 0.631278 -0.04 -0.18 -0.26 -0.12
C 1.938611 -0.149964 -0.413310 0.12 0.13 0.13 -0.67
O 0.854363 -0.787304 -0.612591 -0.03 -0.02 0.10 -0.14
C 2.995075 -0.163247 -1.471161 -0.05 -0.04 -0.07 -0.14
C 2.926079 -1.046804 -2.545544 -0.01 0.05 0.02 -0.04
C 3.899288 -1.032056 -3.533921 0.02 -0.01 0.03 -0.05
C 4.946356 -0.123215 -3.463508 -0.01 0.02 0.00 0.02
C 4.990399 0.747886 -2.389524 -0.16 0.13 -0.14 -0.13
C 4.039445 0.747718 -1.388169 -0.01 -0.03 -0.01 0.07
N 6.102081 1.723252 -2.307018 0.52 -0.62 0.47 -0.35
O 6.950133 1.666440 -3.168811 -0.16 0.22 -0.21 0.10
O 6.150319 2.420652 -1.316154 -0.19 0.23 -0.13 0.10
H 2.094950 -1.740230 -2.603175 0.04 0.03 -0.01 0.11
H 3.844471 -1.722242 -4.365123 0.00 -0.01 -0.01 0.12
H 5.717085 -0.077764 -4.219330 0.00 0.00 -0.01 0.13
H 4.100430 1.446177 -0.566881 -0.01 0.02 0.00 0.14
N 5.539305 -2.425459 -0.682075 0.03 -0.04 0.07 0.18
C 4.374313 -2.866266 -0.162965 0.02 0.01 0.04 -0.30
C 3.856554 -4.078042 -0.674387 0.00 -0.01 -0.02 0.06
C 2.571994 -4.690224 -0.262442 0.02 -0.01 0.04 -0.13
N 1.522923 -2.975772 1.242154 0.07 -0.11 0.05 -0.03
C 2.600822 -2.300056 1.571602 -0.03 -0.10 0.07 -0.04
C 3.805823 -2.138798 0.895487 0.06 -0.08 -0.01 0.01
H 6.073230 -3.000251 -1.310685 -0.01 0.01 -0.02 0.13
H 6.007651 -1.628335 -0.285738 -0.01 0.02 -0.01 0.12
H 4.473010 -4.617668 -1.383740 0.00 0.00 0.00 0.13
H 2.727598 -5.299775 0.637867 0.00 0.00 0.00 0.13
H 2.534914 -1.746457 2.498506 0.01 0.00 0.01 0.14
H 4.418681 -1.343400 1.301456 0.00 0.00 -0.01 0.13
```
Forces are in eV/Å.

=====

# 2
ORCA calculation (the ωB97M-V functional and the def2-TZVPD basis) on C42H48N9O3SV as an isolated structure.

## Properties
Highest occupied orbital energy (spin up / spin down) ... -14.3 / -14.3 eV
HOMO-LUMO gap (spin up / spin down) ... 5.1 / 5.1 eV
Multiplicity ... 2
Total charge ... +3
Expectation value of S² ... 0.780

XYZ file:
```
104
Properties=species:S:1:pos:R:3:forces:R:3:lowdin_charge:R:1
V -0.018425 -0.433901 0.347510 2.17 -0.73 0.26 1.13
C 3.218241 -6.881035 0.439701 -0.69 0.51 -0.79 -0.02
C 2.293167 -5.693928 0.746770 -0.23 0.13 0.03 -0.21
C 1.463120 -5.639472 1.879947 1.20 -0.73 -1.23 0.02
C 0.642290 -4.538750 2.116747 -1.24 1.87 0.91 -0.08
C -0.114559 -4.490503 3.388052 0.06 2.41 -1.65 0.10
N -0.919180 -3.424709 3.663282 1.11 -1.74 -1.64 0.04
C -1.742471 -3.123205 4.818869 -0.20 0.24 0.31 -0.17
C -1.051328 -2.785976 6.140877 1.28 -0.64 -0.02 -0.13
C 0.183448 -1.834744 6.014714 -0.80 1.03 0.89 -0.12
N 0.022429 -0.779426 4.977334 -0.29 0.86 0.63 0.08
C -0.205173 0.509510 5.260193 0.77 -2.27 -1.47 0.06
C -0.248880 1.560059 4.322332 -0.15 -0.43 -1.74 -0.10
C -0.515598 2.835924 4.814545 0.20 -1.03 1.53 0.03
C -0.813256 3.897134 4.032673 -0.83 1.92 -1.74 -0.25
C -1.295344 5.223601 4.584255 0.04 2.01 -1.19 -0.04
C -0.723113 3.725861 2.637773 0.05 -1.08 -0.40 0.10
C -0.351946 2.470093 2.057038 -1.29 -0.43 0.25 -0.10
C -0.224919 2.304503 0.635625 2.25 0.65 -1.17 -0.03
N 0.636621 1.461219 0.039964 -2.13 -0.33 1.21 -0.07
C 1.431766 1.925196 -1.118186 -0.08 0.84 -0.21 -0.16
C 2.846174 1.270590 -1.128367 -0.64 -0.97 -0.49 -0.13
C 3.140736 0.285422 0.007144 -0.02 -1.04 0.17 -0.12
N 2.076454 -0.850764 0.191413 0.34 1.23 -0.45 -0.01
C 2.484827 -2.038704 -0.124126 -0.89 -0.40 -0.20 -0.06
C 1.896526 -3.291489 0.304094 -0.73 -0.74 0.05 -0.14
C 2.380816 -4.545539 -0.086788 0.44 -0.92 0.26 0.08
C 0.776195 -3.348459 1.168425 -0.48 -0.17 0.92 -0.20
O -0.089949 -2.376243 1.099183 0.24 0.45 0.82 -0.13
C -0.213793 1.334111 2.877771 0.16 -1.14 1.84 -0.24
O -0.142651 0.086941 2.462724 0.07 1.09 -1.68 -0.15
H 2.768360 -7.618414 -0.245448 -0.08 0.35 0.19 0.10
H 3.441862 -7.423893 1.352182 0.40 0.12 0.05 0.08
H 4.105630 -6.480908 -0.088470 -0.23 -0.49 0.66 0.09
H 1.443252 -6.522669 2.523722 -0.08 0.39 0.03 0.14
H 0.052798 -5.221217 4.181322 0.06 0.05 -0.25 0.16
H -1.288097 -3.005158 2.809870 0.68 0.29 0.11 0.13
H -2.374521 -3.968958 4.980775 -0.75 -0.47 0.28 0.13
H -2.369082 -2.286588 4.472576 0.14 -0.25 0.36 0.13
H -0.667029 -3.722309 6.633927 -0.41 0.82 -0.46 0.14
H -1.819156 -2.392801 6.812157 0.17 0.12 -0.10 0.12
H 1.115711 -2.379878 5.816937 -0.33 0.20 -0.05 0.13
H 0.296490 -1.260255 6.971293 0.11 -0.82 -0.69 0.14
H 0.124199 -1.078763 3.997333 -0.02 0.68 0.39 0.13
H -0.369725 0.777302 6.279012 0.11 -0.11 0.80 0.14
H -0.506347 2.899469 5.908978 -0.22 0.40 -0.36 0.15
H -1.161595 5.259924 5.665850 -0.10 0.15 -0.14 0.08
H -2.367973 5.544014 4.315299 1.41 -1.10 0.46 0.12
H -0.697657 6.089221 4.099848 -0.65 -1.40 0.99 0.12
H -0.951147 4.542090 1.937504 0.12 -0.25 0.49 0.15
H -0.628774 3.103626 0.008455 0.24 0.17 -0.04 0.09
H 1.538603 3.029205 -0.984720 -0.10 -0.83 -0.25 0.14
H 0.903950 1.718348 -2.071645 0.15 0.11 0.66 0.08
H 3.592353 2.047367 -1.160313 0.34 0.30 0.43 0.12
H 2.997122 0.753977 -2.093460 -0.26 0.04 0.53 0.09
H 3.218917 0.778142 0.976316 -0.36 0.06 0.03 0.11
H 4.158008 -0.183128 -0.122378 -1.14 0.25 -0.17 0.14
H 3.401474 -2.153647 -0.678363 0.49 0.04 -0.04 0.15
H 2.808682 -4.704937 -1.091604 0.44 0.51 0.72 0.16
C -2.312617 -1.363065 -3.301532 -1.43 2.07 0.30 0.04
C -1.879545 -0.932752 -1.939152 2.27 0.27 0.56 -0.19
N -0.584605 -0.786661 -1.621875 -3.83 1.28 0.48 -0.06
N 0.243949 -0.357885 -2.574864 0.76 -1.33 0.58 0.09
C 1.050050 -1.415674 -2.969125 -0.45 0.53 -0.19 -0.46
O 1.057433 -2.522524 -2.429971 0.11 0.32 -0.03 0.06
C 1.799187 -1.061724 -4.173565 1.78 -0.85 -0.35 -0.17
C 2.256982 -2.131264 -4.943152 0.51 0.91 -1.53 0.01
C 3.142051 -1.872637 -6.031045 -0.93 0.02 1.51 -0.04
C 3.688308 -0.603952 -6.172059 0.86 1.15 0.30 -0.05
C 3.392143 0.468990 -5.271561 -2.19 -2.63 -0.27 -0.03
C 2.340344 0.218346 -4.375932 0.43 0.38 -0.23 -0.05
C -2.780148 -0.779616 -0.804941 -0.61 0.07 1.79 -0.18
C -4.175439 -0.849273 -0.861645 0.40 0.41 0.21 0.06
C -4.914903 -0.888667 0.335599 -0.31 -0.53 -0.61 0.02
C -4.250520 -0.825293 1.546461 -0.52 0.26 -0.46 -0.02
C -2.905817 -0.575775 1.536601 1.37 -0.14 -0.34 -0.09
N -2.160263 -0.558871 0.410602 -0.45 -0.31 -0.43 0.03
H -3.400180 -1.069234 -3.441554 1.39 -0.38 -0.07 0.11
H -1.699514 -0.917526 -4.106132 -0.19 -0.43 0.52 0.11
H -2.271803 -2.427618 -3.248858 0.17 -1.00 -0.44 0.11
H 1.837086 -3.112195 -4.786304 0.16 -0.16 0.09 0.12
H 3.397991 -2.695469 -6.679728 0.14 0.12 -0.21 0.11
H 4.409587 -0.398566 -6.972642 -0.30 -0.25 0.31 0.12
H 3.784055 1.451720 -5.312839 0.55 0.60 -0.40 0.10
H 1.922046 1.041681 -3.814953 0.09 0.06 0.14 0.08
H -4.633704 -0.763567 -1.839441 -0.25 -0.46 0.21 0.13
H -6.003184 -1.062532 0.340908 0.63 0.34 -0.26 0.14
H -4.788769 -0.884454 2.473294 -0.10 0.00 0.24 0.12
H -2.359660 -0.435342 2.465469 -0.01 0.08 -0.21 0.11
S -2.254295 2.667725 -2.316010 0.12 -0.68 0.17 0.57
C -1.840576 4.005312 -3.259180 -0.36 0.84 -1.18 -0.86
N -1.695814 5.197694 -2.662848 0.15 0.80 0.40 -0.01
C -1.291377 6.443282 -3.340703 -0.07 0.40 -0.73 -0.15
C -0.592716 6.115178 -4.688464 0.28 1.29 0.36 -0.17
C -1.430404 5.136716 -5.460696 -1.26 0.30 -0.32 -0.17
N -1.746085 3.981835 -4.622736 0.28 -1.46 1.14 0.01
H -1.984960 5.290006 -1.681216 0.26 -0.42 -0.94 0.13
H -0.630195 7.005293 -2.649579 -0.36 -0.30 -0.53 0.13
H -2.178022 7.074841 -3.577846 0.45 -0.42 0.40 0.13
H 0.401148 5.740823 -4.500829 0.35 -0.50 0.15 0.11
H -0.400851 7.045742 -5.283813 -0.54 -0.69 0.57 0.14
H -0.963239 4.787937 -6.383389 0.08 0.03 0.20 0.13
H -2.394995 5.627984 -5.752251 0.72 -0.34 0.12 0.14
H -1.786688 3.038553 -5.034942 -0.01 0.97 0.36 0.14
```
Forces are in eV/Å.

=====

Computed ΔE to the lowest compared entry with this formula, charge and spin, in the same sequence as the records: 59.1; 4.0 kJ/mol.
Computed E, in the same sequence as the records: -97464.035; -100384.572 eV.